[1]
15
Properties=species:S:1:pos:R:3:forces:R:3 method="wB97M-V/def2-TZVPD" total_charge=0 smiles=C[C@H]1[C@@H](C#N)N1C mol_weight_g_mol=96.13
C 0.4084 -1.6787 0.7413 0.000 -0.036 0.015
C 0.4686 -0.4615 -0.1415 0.181 -0.156 0.027
C -0.7504 0.1127 -0.7929 -0.092 -0.026 -0.183
C -2.0120 -0.5785 -0.5974 -0.774 -0.551 0.167
N -2.9594 -1.2236 -0.4383 0.839 0.713 -0.186
N -0.1407 0.7432 0.3676 0.027 0.025 0.078
C 0.5788 1.9829 0.1310 0.063 0.174 -0.038
H -0.5208 -1.6808 1.3172 0.132 -0.009 -0.099
H 0.4598 -2.6024 0.1567 0.021 0.124 0.054
H 1.2479 -1.6593 1.4434 -0.102 -0.047 -0.081
H 1.3804 -0.3374 -0.7313 -0.124 0.028 0.120
H -0.6359 0.5941 -1.7643 -0.009 -0.104 0.166
H 1.1497 1.9828 -0.8130 -0.127 -0.024 0.097
H 1.2821 2.1289 0.9566 -0.100 0.001 -0.134
H -0.1206 2.8227 0.1220 0.066 -0.110 -0.002

[2]
15
Properties=species:S:1:pos:R:3:forces:R:3 method="wB97M-V/def2-TZVPD" total_charge=0 smiles=Cn1cccc1N mol_weight_g_mol=96.13
C -1.3365 -1.2685 0.4369 -0.107 -0.086 -0.043
N -0.1517 -0.6278 -0.1082 0.131 0.244 0.038
C 1.1313 -1.1256 -0.0797 0.062 -0.047 0.117
C 2.0127 -0.0763 -0.0709 0.002 -0.107 -0.006
C 1.2389 1.1197 -0.0769 0.016 0.074 -0.094
C -0.0766 0.7509 -0.1498 0.217 -0.049 -0.074
N -1.2169 1.4944 -0.5313 -0.016 0.244 0.092
H -1.8363 -1.9354 -0.2706 0.119 0.088 0.028
H -1.0833 -1.8209 1.3474 -0.006 0.034 -0.184
H -2.0170 -0.4634 0.7169 -0.132 -0.296 -0.114
H 1.3078 -2.1921 -0.1045 -0.029 0.128 0.211
H 3.0923 -0.1405 -0.1058 -0.177 -0.062 0.071
H 1.5938 2.1402 -0.0282 0.023 -0.121 -0.262
H -1.7395 1.9393 0.2118 0.120 -0.036 0.139
H -0.9190 2.2059 -1.1872 -0.224 -0.006 0.081

| no. | total energy (a.u.) |
| --- | --- |
| 1 | -304.77778 |
| 2 | -304.81023 |